Record 1
Here is a molecular structure, C9H22F3HgN2O13S3 in a non-equilibrium geometry from the Open Molecules 2025 dataset. Energies are from ωB97M-V/def2-TZVPD.

Output
**E_HOMO**: 2.967 eV
**Net charge**: -3
**F_max**: 0.103 Eh/bohr
**Molecular weight**: 720.06 g mol⁻¹
**Kohn-Sham gap**: 2.704 eV
**Multiplicity**: 1

Geometry (Å):
Hg 0.02806 -0.01701 0.99395
S 0.79228 2.46747 2.49734
O 0.16358 2.18647 1.19948
O -0.26521 2.70667 3.48770
O 1.47551 1.26137 2.88082
O 1.78672 3.51567 2.43220
S 1.03986 -1.91764 3.88741
O 2.43262 -2.20215 4.17810
O 0.43987 -0.94436 4.76498
O 0.88816 -1.43971 2.43935
O 0.15154 -3.07063 4.12748
C -4.57549 -0.99194 2.31292
F -4.65339 -2.32341 2.12699
F -4.68742 -0.38987 1.09734
F -5.57121 -0.60802 3.10723
S -2.88835 -0.59431 3.11108
O -1.94260 -0.64013 1.98880
O -3.06255 0.77602 3.56789
O -2.56558 -1.56154 4.15445
C 3.78929 -0.93998 -1.36922
C 2.28975 -0.66566 -1.24016
C 1.67869 -2.04578 -0.80070
O 0.39889 -2.00065 -0.22092
C -0.27601 -3.23498 -0.11891
N 2.05946 0.30247 -0.12821
H 4.07002 -1.69908 -2.10511
H 4.24202 -1.27197 -0.43290
H 4.40827 -0.06487 -1.58538
H 1.75833 -0.36959 -2.14252
H 2.38629 -2.47840 -0.08671
H 1.75287 -2.68458 -1.69067
H -1.28234 -2.88166 0.11414
H 0.02583 -3.90530 0.68714
H -0.25836 -3.71720 -1.10234
H 2.82461 0.41820 0.53801
H 2.21988 1.24699 -0.47994
C -2.00068 0.56831 -3.30790
C -0.93400 0.72994 -2.26824
C -0.29513 2.10511 -2.19410
O 0.34279 2.61526 -3.35032
C 1.10143 3.76981 -3.04566
N -1.51376 0.32642 -0.95330
H -2.36904 -0.45771 -3.31260
H -1.55090 0.86288 -4.25858
H -2.80640 1.22860 -2.97416
H -0.21485 -0.03902 -2.56514
H 0.47250 2.01045 -1.41276
H -0.80114 2.89716 -1.62668
H 1.70239 3.91203 -3.94267
H 1.68112 3.67602 -2.12339
H 0.49704 4.66008 -2.84306
H -2.08500 1.14603 -0.73615
H -2.30024 -0.23222 -1.27639

Record 2
Here is 7 unconnected molecules or ions with the total composition C9H22F6NO12S2 in a non-equilibrium geometry from the Open Molecules 2025 dataset. Energies are from ωB97M-V/def2-TZVPD.

Output
**E_HOMO**: 3.063 eV
**Net charge**: -3
**F_max**: 0.041 Eh/bohr
**Molecular weight**: 514.39 g mol⁻¹
**Kohn-Sham gap**: 3.403 eV
**Multiplicity**: 1

Geometry (Å):
N 0.62616 -0.17421 0.62650
H 0.93421 0.76247 0.25905
H 0.88318 -0.19332 1.61026
H 1.04809 -0.96650 0.05081
H -0.39949 -0.11706 0.46762
C -4.31369 0.69232 -1.14367
F -5.61641 0.40889 -1.32458
F -3.78843 0.83523 -2.36000
F -4.21311 1.87121 -0.50026
S -3.43667 -0.63524 -0.14355
O -4.33054 -0.90450 0.96758
O -3.30030 -1.67109 -1.13617
O -2.19378 0.01785 0.24244
C 2.84947 4.16228 -1.68596
F 2.25517 3.68982 -2.78484
F 4.07260 4.58463 -2.03517
F 2.15643 5.24942 -1.28851
S 2.90940 2.84017 -0.35721
O 3.85417 1.89711 -0.86985
O 3.34245 3.53365 0.84840
O 1.54897 2.30664 -0.27183
C 2.84183 -1.96959 -0.75512
O 3.76521 -1.85471 -1.63864
O 3.11657 -1.76430 0.50632
O 1.59094 -2.16673 -1.09593
C -0.32220 1.37788 3.88874
C -0.27211 -0.14405 3.88235
O 1.00970 -0.61065 3.48752
H -1.27594 1.75855 4.26050
H -0.13777 1.77641 2.89043
H 0.47079 1.78588 4.52627
H -0.94063 -0.50310 3.09953
H -0.56003 -0.52205 4.86981
H 1.70318 -0.27282 4.06064
C -1.99882 -3.96315 1.76601
C -0.57286 -3.44135 1.82024
O 0.14042 -3.89843 0.71357
H -2.49067 -3.57361 0.87016
H -2.59593 -3.67562 2.63804
H -2.11167 -5.04979 1.67586
H -0.14208 -3.79984 2.77404
H -0.60641 -2.34812 1.86598
H 0.87685 -3.26837 0.53759
C 0.28950 1.09429 -3.02625
C 0.11588 0.81192 -4.53175
O 1.19819 0.04929 -5.06574
H -0.18676 2.02206 -2.71222
H 1.35060 1.14813 -2.76749
H -0.00489 0.20700 -2.46351
H -0.04523 1.75071 -5.07208
H -0.78344 0.18869 -4.56372
H 1.68987 0.66571 -5.61221

Record 3
Here is a molecular structure, C9H22LuN4O2 in a non-equilibrium geometry from the Open Molecules 2025 dataset. Energies are from ωB97M-V/def2-TZVPD.

Output
**E_HOMO**: -20.945 eV
**Net charge**: +3
**F_max**: 0.053 Eh/bohr
**Molecular weight**: 393.27 g mol⁻¹
**Kohn-Sham gap**: 10.855 eV
**Multiplicity**: 1

Geometry (Å):
Lu -0.88188 -1.44521 0.13408
N -2.09098 -3.13685 -1.20507
C -1.17545 -3.78379 -2.23657
C 0.18028 -4.21366 -1.62767
C 0.47653 -3.08566 -0.72419
O 0.18379 -3.16094 0.52251
O 0.59253 -1.88072 -1.21006
H -2.41979 -3.86296 -0.56892
H -2.93497 -2.84932 -1.69488
H -1.00555 -3.03608 -3.00368
H -1.67037 -4.63973 -2.68573
H 0.91197 -4.32604 -2.42586
H 0.11231 -5.12941 -1.04736
N 1.73982 3.77746 0.15247
C 1.38839 2.34920 -0.31782
C 1.85522 1.28953 0.67584
C 0.90756 1.01640 1.86462
N 0.49659 -0.43340 1.89243
C -0.33134 1.89939 1.86248
C -1.05045 2.01731 0.52384
N -1.93693 0.80923 0.30610
C -0.08914 2.20135 -0.67074
H 2.75024 3.86700 0.29577
H 1.29449 4.06403 1.02489
H 1.48143 4.47530 -0.55159
H 1.97971 2.27199 -1.22773
H 2.87090 1.48321 1.02528
H 1.96137 0.39042 0.06244
H 1.45473 1.20239 2.78626
H 0.08584 -0.60221 2.81142
H 1.33405 -1.01524 1.90633
H -0.05441 2.90138 2.20527
H -1.03105 1.57826 2.64032
H -1.71218 2.88036 0.57070
H -2.53791 0.99956 -0.49734
H -2.59820 0.80463 1.08437
H -0.43161 3.00129 -1.32980
H -0.10552 1.32152 -1.32242

Record 4
Here is a molecular structure, C9H22N2NiO2P2 in a non-equilibrium geometry from the Open Molecules 2025 dataset. Energies are from ωB97M-V/def2-TZVPD.

Output
**E_HOMO (spin up / spin down)**: -9.662 / -11.840 eV
**Net charge**: +1
**F_max**: 0.066 Eh/bohr
**Molecular weight**: 310.93 g mol⁻¹
**Kohn-Sham gap (spin up / spin down)**: 6.583 / 6.894 eV
**Multiplicity**: 4

Geometry (Å):
Ni 0.26213 0.16025 1.09574
P -1.57907 -0.76733 1.70660
P -0.12184 2.14836 1.67873
N 0.70394 -1.55668 0.50200
N 1.88575 0.74633 0.37574
H 2.30971 -2.28122 -0.79802
H 3.75594 -0.22183 0.41820
H 2.72037 -2.14038 0.91312
C 2.14036 -1.66789 0.10212
H 3.03762 -0.14012 -1.17848
C 2.78705 -0.28042 -0.11327
H 0.14539 -3.45634 -0.03909
H 2.99047 2.40972 -0.39069
C -0.14158 -2.56522 0.47428
C 2.11182 2.05750 0.19390
C -1.57301 -2.50322 1.00682
C 1.19608 2.96133 0.76354
H -1.74670 -3.09388 1.93770
H 1.32762 4.03894 0.65451
H -1.31774 2.84446 1.28148
H 0.09224 2.51113 3.05061
H -2.76545 -0.01132 1.45218
H -1.77074 -1.38351 2.99688
H -0.85000 0.11400 -1.82904
C -1.66265 0.35602 -2.58922
C -1.66904 1.88032 -2.61298
C -1.17197 -0.55110 -3.75971
O -2.98115 0.29060 -2.31164
H -0.83170 2.36301 -3.07822
H -2.59081 2.31171 -3.05614
H -1.67859 2.21982 -1.57001
H -0.77867 -1.51091 -3.36473
H -1.94909 -0.79108 -4.48432
H -0.33052 -0.13755 -4.32734
H -2.44062 -2.90664 0.43375
O 0.50825 -0.55181 4.62043
H 0.59039 0.08927 5.34224
H 1.38583 -0.98432 4.50235